Here is a 12-piece molecular cluster, C14H52N8O12 overall in a non-equilibrium geometry from OMol25. Energies are from ωB97M-V with the def2-TZVPD basis set.

Calculated values
**SMILES string**: NC(N)=O.NC(N)=O.NC(N)=O.NC(N)=O.CCO.CCO.CO.CO.CO.CO.CO.CO
**E**: -51848.4932 eV
**Molecular weight**: 524.61 g mol⁻¹
**Gap between HOMO and LUMO**: 8.5 eV
**F_max**: 0.1717 hartree/bohr
**Relative energy (zero: lowest compared OMol25 entry of this formula, charge and spin)**: 470.1 kJ/mol
**Lowest unoccupied orbital energy**: -0.02 eV

The geometry in ORCA input format:
```
! wB97M-V def2-TZVPD RIJCOSX def2/J DEFGRID3
* xyz 0 1
N -1.69776 -3.36536 -1.12186
N 0.03424 2.92464 1.70214
H -3.59476 -1.23936 1.05214
N 1.07024 0.14364 0.34914
H 3.14024 -2.00736 -1.52786
H -4.67576 -4.42336 -1.41586
H -1.58876 0.82664 -2.64686
H 4.98924 -1.19036 1.81714
H 4.19724 1.04864 -3.03386
O -4.06776 3.79464 -0.47586
H 0.33824 -0.04736 -4.79786
H 1.04324 -4.90036 -1.18486
H -4.93876 0.06764 3.21514
O -3.40876 -3.06236 0.48014
H -2.41576 4.15064 3.49714
O -1.97176 3.31964 3.28114
H 5.38024 -0.80636 -0.53386
H -4.68476 2.66964 1.25114
H -2.06376 1.54064 4.22914
H -3.09276 2.21464 0.70314
H 4.26424 4.18464 -1.66786
H 1.59224 -1.25036 -4.60886
H 3.32924 -1.83336 1.54714
O 1.92424 0.89964 2.86514
H 1.78724 2.68264 0.15314
H -4.41776 -1.52936 3.27614
H 2.67824 -5.28736 -0.79086
H -3.39076 2.68164 4.61214
H -0.74476 1.29164 1.52314
N 4.34424 1.15564 -1.97886
H -0.70476 3.18764 2.40514
H -1.67176 -0.17036 1.85414
H -1.95976 0.10564 -0.26186
C -2.73676 2.27264 3.81814
H -2.83776 1.97564 -2.04586
C -4.79776 -0.78236 2.55114
H -3.39676 3.75464 1.42714
H 0.96024 1.12664 0.20614
O -0.32276 -1.92936 -4.86486
H 1.86324 -3.91336 -0.18086
H 1.84324 -0.39036 -0.13786
C -0.12376 3.38164 0.48414
C 2.01324 -4.47836 -1.06686
H 1.11424 -0.23836 -2.41086
H 0.56324 0.32364 4.32514
O 2.42924 -3.77336 -2.23086
H 1.70924 0.49064 2.04714
C 0.48124 -0.96136 -2.81186
C 0.06824 -0.51336 0.82714
H -0.53776 -0.92636 -2.39586
H 0.81524 -1.82036 -2.30086
H -3.24376 1.69564 3.07614
H -1.31876 -3.68336 -1.95086
H -1.33076 1.75164 -1.34886
H 1.91124 -0.96436 3.99414
C -3.82676 3.05764 0.75814
H -4.58576 3.19864 -1.10186
C 4.07124 -1.03736 1.24714
H 3.67324 -0.07536 1.27014
C 4.14924 2.26764 -1.38786
H -5.71876 -1.21236 2.26514
H 4.00324 0.31164 -1.50686
O 3.30524 -1.21136 -1.03586
H 4.77424 -2.43336 -0.32586
H 0.12724 -2.45936 -5.54086
C 1.62724 0.12164 4.03114
H 2.37124 0.43764 4.77814
O -1.06876 4.17464 -0.07886
C -2.15776 1.20764 -1.80786
O -0.03176 -1.83436 0.78714
N -0.82976 0.26264 1.40514
N 0.92224 3.08564 -0.20486
C 0.61224 -1.00836 -4.32986
O -3.80476 -0.48536 1.63014
N 4.50024 3.25964 -2.08886
H -1.05676 -3.11136 -0.35686
H 2.59824 -4.36036 -2.91286
H 5.03624 3.19664 -2.96986
H 0.83224 2.40664 2.06514
H -3.39476 -4.57036 -2.44986
C -2.94176 -3.54236 -0.75686
O 3.55624 2.26464 -0.12186
O -2.62476 0.12864 -1.00486
C 4.43724 -1.35736 -0.24586
N -3.69576 -4.22736 -1.60786
H 0.99324 3.36964 -1.17786
*
```

These are the Löwdin partial charges, in e, on atoms 1 to 8: 0.191, 0.140, 0.035, 0.180, 0.057, 0.126, 0.053, 0.081